No. 1
Formula: C26H46Cl8CuMgO18S
Source: the Open Molecules 2025 dataset
Level of theory: wB97M-V/def2-TZVPD

Computed properties:
* strongest force on any atom: 0.12124 hartree/bohr
* spin multiplicity: 3
* frontier orbital gap (spin up / spin down): 4.99 / 6.32 eV
* lowest unoccupied orbital energy (spin up / spin down): 0.069 / 0.043 hartree
* ⟨S²⟩: 2.0032
* HOMO energy (spin up / spin down): -3.10 / -5.17 eV
* total charge: -1

CARTESIAN COORDINATES (ANGSTROEM)
Mg: 3.63766 -8.45279 34.41879
Cu: 0.23409 -6.84475 34.63514
S: 2.83550 -6.79873 32.71480
O: 2.88023 -8.24565 32.69769
O: 3.75995 -6.74301 33.86260
O: 3.35020 -6.13970 31.53088
O: 1.44380 -6.40008 33.09622
C: 1.97001 -8.88856 36.78681
O: 1.88098 -8.28196 35.50754
H: 2.02285 -8.24960 37.66832
H: 1.18799 -9.62025 36.98976
H: 2.94200 -9.37560 36.70857
C: 4.51497 -11.53673 34.28383
O: 4.56073 -10.15262 34.27772
H: 3.92667 -11.97090 33.47543
H: 5.42166 -12.14095 34.25324
H: 4.05202 -11.95322 35.17843
C: -1.73309 -7.39985 28.43196
C: -2.06027 -8.15289 29.71963
C: -1.34906 -9.51577 29.78981
O: -0.90762 -9.52512 31.16244
C: -1.08200 -8.32258 31.75765
O: -0.79318 -8.02075 32.93341
O: -1.61193 -7.43492 30.85316
H: -0.64312 -7.39757 28.44083
H: -2.18761 -6.40915 28.42673
H: -2.12120 -7.93161 27.56321
H: -3.11469 -8.32068 29.93907
H: -0.58257 -9.55703 29.01594
H: -2.01679 -10.37477 29.72376
C: 0.60751 -11.34843 33.54749
C: 0.54290 -12.05123 32.23704
C: 1.62796 -11.48757 31.37977
O: 2.33839 -12.66953 31.06602
C: 1.89254 -13.75424 31.59872
O: 2.32673 -14.88858 31.39519
O: 0.89886 -13.41825 32.44101
H: -0.38675 -11.50800 33.96473
H: 0.65480 -10.26701 33.41946
H: 1.40450 -11.63232 34.23474
H: -0.42276 -12.05618 31.73150
H: 2.23136 -10.77507 31.94223
H: 1.27837 -10.98567 30.47755
C: 8.69081 -4.92780 35.81558
C: 8.38807 -6.39530 36.05020
C: 8.16998 -6.86613 37.52472
O: 7.01879 -7.63293 37.49667
C: 6.38071 -7.46253 36.28387
O: 5.26398 -7.84595 36.08491
O: 7.12112 -6.73732 35.46876
H: 9.49350 -4.58705 36.46954
H: 7.75538 -4.38091 35.93386
H: 9.00814 -4.73566 34.79064
H: 9.08486 -7.03621 35.50999
H: 7.94077 -6.05300 38.21347
H: 8.97410 -7.47709 37.93487
C: 0.12230 -0.04779 34.71263
C: 0.95608 -1.06438 35.55831
C: 0.11934 -1.47300 36.80023
O: -0.19205 -2.83568 36.46889
C: 0.61104 -3.29423 35.44572
O: 0.77828 -4.43234 35.07802
O: 1.08284 -2.20965 34.79459
H: 0.59331 0.18822 33.75840
H: 0.01668 0.85629 35.31230
H: -0.90519 -0.29839 34.44888
H: 1.97490 -0.74197 35.77314
H: -0.88399 -1.05803 36.89619
H: 0.73280 -1.42824 37.70011
Cl: -0.27454 -3.80554 28.81577
C: 1.18783 -4.10738 29.81809
C: 1.25984 -3.16099 31.00576
Cl: 1.15400 -1.41378 30.56547
H: 2.02187 -4.09870 29.11636
H: 1.17462 -5.12172 30.21688
H: 2.17823 -3.31162 31.57320
H: 0.47126 -3.36164 31.73101
Cl: 5.09487 -5.11332 27.37964
C: 5.11544 -4.20218 28.96662
C: 6.31646 -3.24300 29.06041
Cl: 7.83262 -4.15183 28.98675
H: 5.15447 -4.95264 29.75615
H: 4.17485 -3.65646 28.89187
H: 6.36757 -2.83938 30.07163
H: 6.24805 -2.44111 28.32530
Cl: 7.09462 -3.69488 32.81543
C: 5.38639 -3.85276 33.27426
C: 4.90495 -2.87957 34.35831
Cl: 5.00467 -1.21476 33.76953
H: 5.36097 -4.81475 33.78615
H: 4.82986 -3.78440 32.33955
H: 5.55254 -2.88159 35.23508
H: 3.88499 -3.11529 34.66199
Cl: 2.06735 -9.06186 27.80511
C: 2.77811 -8.48336 29.29301
C: 3.85628 -9.46460 29.73867
Cl: 5.26829 -9.51710 28.58969
H: 1.92627 -8.40529 29.96856
H: 3.22847 -7.49619 29.18919
H: 3.45415 -10.47666 29.78475
H: 4.20899 -9.05291 30.68431

Atoms 1-6, force components in eV/Å:
0.41 -3.45 2.39
1.39 -0.84 0.43
0.33 -0.37 1.01
-2.20 -3.75 -4.11
1.65 5.88 1.24
-0.81 0.44 -0.02

---

No. 2
Formula: C2H7N3S
Source: the Open Molecules 2025 dataset
Level of theory: wB97M-V/def2-TZVPD

Computed properties:
* strongest force on any atom: 0.02329 hartree/bohr
* frontier orbital gap: 10.03 eV
* lowest unoccupied orbital energy: 0.032 hartree
* energy above the lowest of the compared OMol25 structures with the same formula, charge and spin: 32.9 kJ/mol
* SMILES: [H]/N=C(\NC)NS
* HOMO energy: -9.16 eV

CARTESIAN COORDINATES (ANGSTROEM)
H: -1.69977 -1.97919 -0.34678
N: -0.71816 -2.01536 -0.04021
C: -0.20204 -0.84065 0.01944
N: -0.73100 0.33453 -0.47921
C: -0.56385 1.59750 0.25087
N: 1.04850 -0.72470 0.63850
S: 2.36258 0.00472 -0.16583
H: -1.65482 0.22891 -0.89558
H: -0.90158 1.55550 1.26922
H: 0.48338 1.89321 0.22462
H: -1.19413 2.36998 -0.24601
H: 1.31463 -1.64385 1.03925
H: 2.45626 -0.78061 -1.26827

Atoms 1-6, force components in eV/Å:
0.52 0.01 0.08
-0.29 0.53 -0.01
-0.52 -0.50 -0.32
-0.41 0.21 0.17
-0.29 0.39 -1.02
0.64 -0.93 0.38

---

No. 3
Formula: C35H57BN6OsSi
Source: the Open Molecules 2025 dataset
Level of theory: wB97M-V/def2-TZVPD

Computed properties:
* strongest force on any atom: 0.07910 hartree/bohr
* frontier orbital gap (spin up / spin down): 5.84 / 6.08 eV
* lowest unoccupied orbital energy (spin up / spin down): -0.315 / -0.302 hartree
* energy above the lowest of the compared OMol25 structures with the same formula, charge and spin: 135.1 kJ/mol
* HOMO energy (spin up / spin down): -14.42 / -14.30 eV
* total charge: +2

CARTESIAN COORDINATES (ANGSTROEM)
Os: -1.02031 0.10558 0.24845
C: -2.82210 0.19557 -2.85254
C: -1.86935 1.37351 -3.07446
C: -2.21774 2.64361 -2.29282
C: -0.47958 0.96212 -2.73983
C: 0.62894 1.12363 -3.53338
C: 1.71807 0.62675 -2.82518
C: 3.13031 0.82878 -3.30574
C: 3.76144 1.96683 -2.48881
C: 4.04311 -0.39356 -3.39273
N: 1.26157 0.15859 -1.65071
N: -0.08929 0.38412 -1.57152
B: 2.00133 -0.56956 -0.52320
N: 1.93736 0.35681 0.69572
N: 0.74337 0.96274 0.99800
C: 0.97263 1.83149 2.01407
C: 2.31486 1.77569 2.33977
C: 2.89348 0.82681 1.51057
C: 4.30299 0.32055 1.66635
C: 4.29167 -1.17708 1.98525
C: 5.24503 0.63146 0.49981
C: -0.10771 2.58153 2.71118
C: 0.40252 3.85698 3.37264
C: -0.73029 1.64387 3.75256
N: 1.24244 -1.86886 -0.14800
N: -0.00578 -1.70624 0.36435
C: -0.41997 -2.88796 0.85011
C: 0.56036 -3.82611 0.61796
C: 1.60558 -3.16356 -0.02002
C: 2.82007 -3.92803 -0.49912
C: 3.82972 -3.22681 -1.39378
C: 3.52094 -4.62293 0.67958
C: -1.74741 -3.10317 1.47554
C: -2.19586 -1.85092 2.19456
C: -2.76359 -3.55226 0.41681
H: -3.86397 0.50496 -2.91662
H: -2.64543 -0.57440 -3.60541
H: -2.65802 -0.25949 -1.87144
H: -1.88567 1.62613 -4.13482
H: -1.98706 2.51413 -1.23090
H: -1.62693 3.48562 -2.65557
H: -3.26985 2.88947 -2.40500
H: 0.64563 1.54757 -4.52432
H: 3.01044 1.19017 -4.32770
H: 3.71895 1.74946 -1.42191
H: 4.80479 2.09334 -2.77904
H: 3.24122 2.90829 -2.66932
H: 4.44939 -0.67947 -2.42574
H: 3.52173 -1.24474 -3.83041
H: 4.88434 -0.14931 -4.04121
H: 3.10980 -0.80261 -0.84083
H: 2.81795 2.35371 3.09749
H: 4.68946 0.84892 2.53864
H: 3.85203 -1.73528 1.15961
H: 5.31164 -1.52916 2.14137
H: 3.71856 -1.38437 2.89097
H: 4.96452 0.08379 -0.39935
H: 5.25686 1.69864 0.27613
H: 6.25817 0.33557 0.77258
H: -0.84928 2.83772 1.96052
H: 1.08579 3.62546 4.19120
H: 0.92491 4.49337 2.65735
H: -0.43242 4.42449 3.78476
H: 0.00170 1.41272 4.52794
H: -1.59870 2.10361 4.22454
H: -1.03120 0.70349 3.28899
H: 0.51800 -4.87354 0.86809
H: 2.38186 -4.73026 -1.10034
H: 4.45294 -2.52169 -0.84196
H: 4.49111 -3.98131 -1.81969
H: 3.33951 -2.71272 -2.21680
H: 3.98495 -3.90032 1.35050
H: 2.82959 -5.23208 1.26083
H: 4.29770 -5.28053 0.29023
H: -1.63809 -3.89885 2.21384
H: -2.34680 -1.03461 1.44449
H: -3.16678 -1.98872 2.66786
H: -1.48017 -1.53621 2.95279
H: -2.84311 -2.80496 -0.37985
H: -2.45641 -4.49221 -0.03971
H: -3.74635 -3.70046 0.86747
C: -3.79834 0.90257 2.57524
Si: -3.10107 1.58196 0.95981
C: -2.99861 3.43537 1.18448
C: -4.40203 1.03232 -0.25589
C: -5.16670 1.99979 -0.91747
C: -6.30205 1.62821 -1.62540
C: -6.66072 0.28961 -1.71510
C: -5.89513 -0.68344 -1.07782
C: -4.77497 -0.31306 -0.35617
H: -4.41647 1.70173 2.99750
H: -3.07527 0.61891 3.33194
H: -4.45153 0.05111 2.38455
H: -4.01450 3.82720 1.06992
H: -2.35534 3.97053 0.48530
H: -2.67672 3.66926 2.19881
H: -4.89752 3.04744 -0.86517
H: -6.90874 2.38918 -2.09929
H: -7.53451 0.00286 -2.28607
H: -6.17858 -1.72622 -1.14692
H: -4.18727 -1.08867 0.12608

Atoms 1-6, force components in eV/Å:
3.27 0.33 -2.40
0.12 0.05 -0.32
-0.23 -0.13 0.38
0.06 -0.01 -0.23
0.07 0.08 -0.40
-0.24 -0.04 -0.03

---

Number 2 is which compound? C2H7N3S